Record 1
{
  "formula": "C15H40BF16N5O5P2",
  "method": "the ωB97M-V functional and the def2-TZVPD basis",
  "energy_ha": -3551.05951,
  "de_lowest_ev": 0.0000,
  "total_charge": 2,
  "spin_multiplicity": 1,
  "lumo_energy_ev": -5.113,
  "symbols": ["C", "C", "O", "N", "H", "H", "C", "H", "H", "H", "H", "H", "H", "C", "C", "O", "N", "H", "H", "C", "H", "H", "H", "H", "H", "H", "C", "C", "O", "N", "H", "H", "C", "H", "H", "H", "H", "H", "H", "C", "C", "O", "N", "H", "H", "C", "H", "H", "H", "H", "H", "H", "C", "C", "O", "N", "H", "H", "C", "H", "H", "H", "H", "H", "H", "P", "F", "F", "F", "F", "F", "F", "P", "F", "F", "F", "F", "F", "F", "B", "F", "F", "F", "F"],
  "xyz": [[2.00746, 4.31551, -5.10174], [0.98703, 3.54004, -4.35351], [0.14652, 4.01831, -3.67164], [0.96439, 2.04104, -4.51448], [-0.00923, 1.76911, -4.31354], [1.19642, 1.77882, -5.47288], [1.84218, 1.26611, -3.56288], [2.80927, 3.76657, -5.58982], [2.39816, 5.16098, -4.53778], [1.46169, 4.85741, -5.88612], [2.06692, 1.86915, -2.68558], [2.80495, 1.13599, -4.05188], [1.34751, 0.34560, -3.27266], [-3.37638, -2.12942, 1.05987], [-2.32091, -3.03873, 0.52394], [-1.90400, -4.00973, 1.06044], [-1.63579, -2.61572, -0.75380], [-1.31049, -1.64072, -0.70876], [-0.79383, -3.19419, -0.61758], [-2.46032, -2.96342, -1.94139], [-2.93437, -1.16767, 1.32454], [-3.74087, -2.55939, 1.98928], [-4.18710, -1.97307, 0.34938], [-2.78409, -3.99737, -1.96217], [-1.78420, -2.83544, -2.78638], [-3.21958, -2.19387, -2.03087], [1.37465, 2.82164, 4.05192], [0.29634, 1.94979, 4.57609], [-0.86741, 2.06398, 4.43572], [0.79038, 0.69415, 5.28015], [1.78740, 0.48055, 5.25100], [0.57013, 0.74655, 6.28177], [0.04569, -0.56947, 4.82080], [1.86583, 3.47043, 4.77964], [1.01187, 3.42836, 3.22680], [2.17729, 2.20690, 3.62991], [0.32034, -1.38217, 5.48728], [0.56786, -0.79850, 3.89508], [-0.99649, -0.32454, 4.68211], [4.65079, -1.62937, 1.66866], [5.16225, -2.55822, 0.61166], [6.27108, -2.54417, 0.19527], [4.19945, -3.48189, -0.02839], [3.25794, -3.51348, 0.40106], [3.84978, -3.20487, -0.97414], [4.61551, -4.93484, -0.08674], [4.98766, -0.62553, 1.42138], [5.03557, -1.89922, 2.65087], [3.55949, -1.62992, 1.68875], [4.64364, -5.33082, 0.92089], [5.62788, -4.97071, -0.48906], [3.98751, -5.39678, -0.84342], [-4.51558, 3.60399, 3.12123], [-3.97966, 2.47700, 2.30711], [-3.73307, 1.37588, 2.64527], [-4.06983, 2.68607, 0.79023], [-4.66389, 1.95935, 0.37719], [-4.52738, 3.55102, 0.49332], [-2.72176, 2.55490, 0.14024], [-4.43094, 4.55988, 2.61289], [-3.89172, 3.68851, 4.01491], [-5.49202, 3.28290, 3.48368], [-2.72947, 2.75669, -0.93229], [-2.40615, 1.52952, 0.27325], [-2.04004, 3.29499, 0.54926], [-2.48382, 0.63543, -3.25902], [-1.80823, 1.94723, -2.54758], [-3.64580, 1.64901, -3.69683], [-1.68004, 0.95304, -4.64293], [-3.17217, -0.64421, -3.92002], [-1.20482, -0.28287, -2.82434], [-3.20152, 0.19020, -1.85309], [0.21999, 0.13861, 0.88649], [-0.37408, 1.54265, 1.42825], [1.48020, -0.00191, 1.88812], [-0.76376, -0.58333, 1.94492], [0.61321, -1.24673, 0.15177], [-0.98636, 0.18185, -0.24058], [1.16484, 0.94694, -0.14331], [1.75956, -3.45398, -1.85157], [0.48081, -3.19509, -2.37557], [2.12853, -4.73214, -2.25452], [2.74886, -2.50400, -2.16867], [1.56234, -3.47512, -0.42481]],
  "atomic_forces_ev_per_a": [[0.115, 0.531, -0.881], [0.040, 0.757, 0.299], [0.002, -0.294, 0.155], [-0.241, -0.224, 0.282], [-0.353, -0.131, -0.284], [-0.197, -0.076, -0.012], [0.867, 0.627, 0.066], [-0.018, -0.186, 0.202], [0.077, -0.363, 0.482], [-0.084, -0.339, -0.128], [-0.495, 0.034, 0.114], [-0.119, -0.459, -0.074], [0.026, -0.070, -0.153], [-0.098, -0.014, 0.166], [-0.157, 1.012, 0.549], [0.077, -0.283, -0.185], [0.027, -1.435, 1.684], [-0.357, 0.191, -0.429], [0.216, 0.157, -1.125], [1.029, 0.833, -1.072], [0.088, 0.046, -0.311], [-0.191, -0.146, -0.140], [0.014, 0.012, -0.025], [-0.205, 0.019, 0.565], [-0.170, 0.024, -0.035], [-0.325, -0.364, 0.026], [0.857, -0.054, -0.549], [0.361, 0.646, -0.815], [-0.162, -0.187, 0.403], [-0.817, -1.453, 1.392], [0.092, 0.532, -0.381], [0.002, 0.529, -0.075], [1.648, 0.210, -0.786], [-0.320, -0.090, 0.299], [-0.309, 0.040, 0.170], [-0.107, -0.113, 0.061], [-0.543, 0.173, 0.430], [-0.667, -0.094, -0.333], [-0.092, -0.203, 0.141], [-0.820, -0.123, -0.135], [0.524, 0.829, -0.263], [0.152, -0.360, -0.063], [-1.668, -1.368, 0.133], [0.227, 0.404, 0.326], [0.960, 0.566, -0.087], [1.195, 0.645, -0.818], [0.139, -0.018, 0.016], [0.113, -0.108, -0.051], [0.033, 0.047, 0.110], [-0.448, -0.278, -0.076], [0.024, 0.131, 0.105], [-0.389, -0.325, 0.549], [1.362, -0.022, 0.486], [-1.498, -0.300, -0.277], [0.600, -0.107, 0.107], [-0.083, 0.249, -1.073], [0.112, -0.259, 0.292], [0.180, 0.196, 0.416], [0.424, 0.255, -0.537], [-0.623, 0.028, -0.053], [-0.041, -0.116, 0.007], [-0.249, 0.408, -0.307], [-0.689, -0.122, 0.168], [0.185, 0.178, 0.158], [-0.006, -0.211, 0.488], [0.032, -0.301, 0.070], [0.677, -0.551, 0.109], [-0.450, -0.857, 0.115], [0.251, 0.348, -0.147], [-0.144, 0.324, -0.444], [0.121, 0.255, 0.040], [-0.224, 0.825, 0.127], [-0.503, 0.222, -2.833], [1.031, 0.221, 0.892], [-0.446, 0.375, 0.679], [0.326, -0.551, 0.040], [0.320, -0.059, 1.104], [-0.323, -0.022, 0.544], [0.086, 0.096, 0.279], [-1.683, -1.095, -0.140], [0.545, 0.616, -0.216], [0.650, 0.286, 0.135], [-0.033, -0.047, 0.158], [0.540, -0.097, 0.170]]
}

Record 2
{
  "formula": "C15H40FN7O6P",
  "method": "the ωB97M-V functional and the def2-TZVPD basis",
  "energy_ha": -1871.22186,
  "total_charge": 1,
  "spin_multiplicity": 1,
  "lumo_energy_ev": -3.192,
  "symbols": ["N", "P", "O", "N", "F", "H", "H", "H", "H", "H", "C", "O", "N", "C", "C", "H", "H", "H", "H", "H", "H", "H", "C", "O", "N", "C", "C", "H", "H", "H", "H", "H", "H", "H", "C", "O", "N", "C", "C", "H", "H", "H", "H", "H", "H", "H", "C", "O", "N", "C", "C", "H", "H", "H", "H", "H", "H", "H", "C", "O", "N", "C", "C", "H", "H", "H", "H", "H", "H", "H"],
  "xyz": [[-0.44050, -7.25339, -6.35416], [-0.00109, -6.14796, -7.48922], [-1.33637, -5.31552, -7.75569], [0.70589, -4.79576, -6.18174], [1.11327, -5.42533, -5.03593], [0.05531, -8.13267, -6.43854], [-1.42721, -7.39482, -6.16958], [-1.90831, -5.07634, -7.00886], [-0.02401, -4.12089, -5.90538], [1.52371, -4.32420, -6.57414], [-2.78197, -3.47548, -3.78551], [-2.32255, -3.16806, -4.89220], [-2.01280, -3.72848, -2.72825], [-2.49187, -4.23463, -1.44864], [-0.59742, -3.50869, -2.91565], [-3.85822, -3.60508, -3.60713], [-2.20467, -3.56176, -0.64298], [-2.04697, -5.20885, -1.24761], [-3.57478, -4.33750, -1.47130], [-0.39482, -2.46080, -3.13991], [-0.26850, -4.10543, -3.76580], [-0.04310, -3.80804, -2.02995], [-4.95247, 0.39034, -4.79099], [-5.98485, 1.01499, -4.66811], [-3.72217, 0.94299, -4.82616], [-2.53102, 0.13490, -4.96789], [-3.61179, 2.38801, -4.71629], [-4.93029, -0.71103, -4.88670], [-1.87227, 0.27028, -4.10467], [-1.98132, 0.41026, -5.87135], [-2.80987, -0.91382, -5.03396], [-4.03911, 2.73521, -3.77548], [-4.15180, 2.87699, -5.52691], [-2.56171, 2.66698, -4.76202], [-0.14463, -2.62954, 1.88872], [-0.49606, -3.59169, 1.21859], [0.00854, -1.38908, 1.40882], [0.40985, -0.26659, 2.24656], [-0.24628, -1.18086, 0.00019], [0.07529, -2.71107, 2.96405], [-0.35950, 0.50503, 2.24200], [1.34235, 0.16826, 1.89074], [0.55951, -0.60057, 3.26811], [-1.27147, -1.47137, -0.23885], [0.42830, -1.79565, -0.59857], [-0.10192, -0.13216, -0.24628], [1.41203, 2.76474, 4.60033], [1.55996, 1.62653, 4.17642], [0.24616, 3.29774, 4.98450], [0.15901, 4.65649, 5.49278], [-0.95823, 2.49244, 4.89650], [2.25413, 3.46551, 4.70933], [-0.23623, 4.65701, 6.50921], [-0.50095, 5.25137, 4.85770], [1.14613, 5.10814, 5.51448], [-0.86378, 1.58973, 5.50104], [-1.14465, 2.18953, 3.86555], [-1.80077, 3.07827, 5.25406], [4.16578, 4.81939, 6.48796], [3.12253, 5.38315, 6.77596], [5.37099, 5.40912, 6.50022], [6.58383, 4.69503, 6.15650], [5.45080, 6.81196, 6.87682], [4.20825, 3.75563, 6.19704], [7.28135, 4.69164, 6.99571], [7.07438, 5.15717, 5.29803], [6.33918, 3.66513, 5.90454], [5.06478, 6.95918, 7.88507], [4.85753, 7.42428, 6.19806], [6.48947, 7.12968, 6.83681]],
  "atomic_forces_ev_per_a": [[-0.112, -0.274, -0.518], [-0.302, -0.107, -0.231], [0.265, 0.119, 0.078], [-0.382, 0.017, -0.075], [0.309, 0.110, 0.047], [-0.002, -0.027, 0.232], [0.064, 0.058, 0.257], [-0.215, 0.066, -0.032], [0.093, 0.147, 0.138], [0.029, 0.142, 0.202], [0.046, -0.461, -0.028], [0.009, -0.242, -0.136], [-0.068, 0.245, -0.023], [-0.050, 0.121, 0.008], [0.249, -0.105, 0.023], [0.006, 0.068, -0.035], [0.018, -0.062, 0.051], [-0.012, -0.013, 0.021], [-0.012, 0.032, -0.068], [0.016, 0.006, 0.023], [0.160, 0.007, 0.135], [-0.102, -0.016, 0.066], [-0.120, -0.030, 0.012], [0.048, -0.024, -0.001], [0.094, -0.008, -0.006], [-0.105, 0.195, 0.048], [-0.033, -0.035, -0.001], [0.002, 0.013, -0.005], [0.039, -0.032, -0.024], [0.032, -0.026, 0.005], [0.042, 0.026, -0.046], [0.004, 0.009, 0.004], [0.003, 0.010, -0.004], [0.009, 0.001, -0.001], [-0.041, -0.187, 0.139], [0.010, 0.098, -0.129], [0.048, 0.146, 0.029], [-0.027, -0.134, -0.187], [-0.048, -0.049, 0.034], [-0.007, -0.014, -0.012], [0.000, 0.020, 0.032], [0.020, 0.025, 0.047], [0.012, 0.014, 0.026], [-0.003, 0.061, -0.082], [0.007, 0.048, -0.049], [0.018, 0.015, 0.027], [0.223, -0.086, 0.010], [-0.118, 0.106, -0.005], [-0.103, 0.070, 0.025], [-0.158, -0.050, -0.089], [0.080, -0.023, 0.016], [0.001, 0.000, -0.007], [0.014, 0.021, 0.017], [0.004, 0.030, 0.026], [0.037, -0.015, 0.046], [-0.009, -0.005, 0.003], [-0.020, 0.005, -0.011], [-0.008, 0.005, 0.008], [-0.072, 0.012, 0.110], [0.058, -0.100, -0.131], [0.114, 0.045, -0.018], [-0.040, 0.073, 0.029], [-0.034, -0.043, -0.001], [-0.017, 0.012, -0.005], [0.011, -0.019, -0.001], [0.010, -0.016, -0.010], [-0.001, -0.012, -0.003], [0.003, 0.008, 0.008], [0.003, 0.012, -0.003], [0.010, -0.001, -0.002]]
}